Entry 1:
Here is Cl2FHSi as an isolated structure from the Open Molecules 2025 dataset. Energies are from the ωB97M-V functional and the def2-TZVPD basis.

XYZ file:
```
5
Properties=species:S:1:pos:R:3:lowdin_spin:R:1
F 1.474 0.646 0.149 0.1011
Si 0.201 -0.233 -0.266 0.5367
Cl -1.260 0.822 1.952 1.1259
Cl -0.612 0.235 -2.067 0.1539
H 0.197 -1.470 0.233 0.0824
```

Calculated values
E_tot: -35654.6054 eV
2S+1: 3
E_HOMO (spin up / spin down): -6.25 / -11.98 eV
E_LUMO (spin up / spin down): 0.65 / -4.48 eV

Entry 2:
Here is an isolated molecule of C4H7NO3 from the Open Molecules 2025 dataset. Energies are from the ωB97M-V functional and the def2-TZVPD basis.

XYZ file:
```
15
Properties=species:S:1:pos:R:3:mulliken_charge:R:1
C -1.198 1.027 0.580 -1.2626
C 0.192 0.647 0.026 0.3240
N 0.619 1.403 -1.135 -0.6567
C 0.111 -0.816 -0.352 0.2998
O -0.305 -1.231 -1.409 -0.5602
C 0.481 -1.800 0.772 0.6242
O 0.153 -1.785 1.915 -0.4862
O 1.531 -2.515 0.257 -0.4563
H -1.200 2.077 0.865 0.3536
H -1.430 0.425 1.456 0.3563
H -1.961 0.860 -0.177 0.3182
H 0.939 0.771 0.818 0.2771
H 0.047 1.156 -1.939 0.2510
H 0.521 2.398 -0.971 0.2563
H 1.501 -2.617 -0.707 0.3615
```

Calculated values
E_tot: -11893.7783 eV
SMILES: C[C@H](N)C(=O)C(=O)O
2S+1: 1
E_HOMO: -9.81 eV
E_LUMO: 0.31 eV

Q: What is the E_tot in the second record?
A: -11893.7783 eV

Q: Number 1 is which compound?
A: Cl2FHSi